{
  "formula": "C3H10IN2P",
  "method": "wB97M-V/def2-TZVPD",
  "homo_ev": [-7.4964, -7.3660],
  "charge": 0,
  "elements": ["C", "C", "C", "N", "N", "P", "I", "H", "H", "H", "H", "H", "H", "H", "H", "H", "H"],
  "positions_angstrom": [[-0.28579, -2.16911, -0.33823], [0.82060, 1.24992, -1.08581], [0.64247, -0.99686, -0.20411], [-1.08198, 0.59264, 0.10869], [-0.04045, 0.22415, -0.63395], [-0.27635, 0.81234, 2.30858], [-0.99785, 3.16212, 2.05718], [-0.99431, -2.02863, -1.17596], [0.26078, -3.16205, -0.30194], [-1.00730, -2.16141, 0.51297], [1.04732, 1.98347, -0.36626], [1.90843, 1.07441, -1.33571], [0.37037, 1.77089, -1.97475], [0.88369, -0.90446, 0.83526], [1.70342, -1.14239, -0.58731], [-1.40024, 1.45558, -0.11554], [-1.55281, 0.23939, 2.29689]],
  "forces_ev_per_a": [[-0.9848, -1.3246, 0.6992], [1.5354, 1.6214, -2.4073], [0.3275, -0.0575, -0.5902], [2.1497, -4.9647, 2.5941], [1.4579, -0.9238, -0.8239], [-0.8607, 0.5938, -1.8412], [-0.0651, 0.0767, 0.4827], [0.8789, -0.4641, -0.1138], [-0.7901, 1.1561, -0.3773], [0.6755, -0.1049, -0.3025], [-0.5769, 1.2797, 1.6037], [-1.3474, -1.1955, -0.2428], [0.4300, -0.3451, 0.7752], [-0.0436, 0.5128, 1.3412], [-1.6937, 0.4333, -0.6173], [-0.7649, 3.6350, -0.9234], [-0.3277, 0.0715, 0.7435]]
}

---

{
  "formula": "C3H10INP",
  "method": "wB97M-V/def2-TZVPD",
  "homo_ev": -12.6410,
  "charge": 1,
  "elements": ["C", "C", "C", "N", "P", "I", "H", "H", "H", "H", "H", "H", "H", "H", "H", "H"],
  "positions_angstrom": [[1.33800, -1.00964, 0.65442], [1.30381, 1.26839, -0.05110], [0.38871, -0.40602, -1.46307], [0.97484, -0.05544, -0.40572], [-4.83054, 0.09169, -0.39316], [-2.42964, -0.02557, 0.19894], [2.29804, -0.79523, 1.13680], [0.46455, -1.00725, 1.39567], [1.18719, -2.06072, 0.32749], [2.38383, 1.65921, -0.02598], [0.58594, 2.10073, -0.50149], [0.85443, 1.25838, 0.92643], [0.09592, -1.45932, -1.79946], [0.27142, 0.27580, -2.22134], [-5.38546, -0.74628, 0.55866], [-5.23604, 1.21514, 0.49201]],
  "forces_ev_per_a": [[-2.5278, -1.7036, 1.1099], [-1.3534, 4.6054, 0.3488], [-0.1895, -2.9177, -0.7691], [1.4293, -2.1496, -0.2946], [-0.5939, 1.5238, 0.1429], [-0.3377, -0.0072, 0.2480], [-0.3696, 0.0025, -0.3985], [1.3959, 0.6844, -0.4788], [0.9049, 0.7224, -0.3605], [-1.5528, -1.3083, -0.2523], [1.7264, -1.9977, 0.0284], [0.6134, 0.7045, 1.0886], [0.6006, 1.3658, 1.3685], [-0.6042, 1.9813, -1.3959], [0.1633, -0.7501, 0.4773], [0.6951, -0.7559, -0.8629]]
}

---

{
  "formula": "C3H10N",
  "method": "wB97M-V/def2-TZVPD",
  "homo_ev": -14.2979,
  "charge": 1,
  "elements": ["N", "H", "H", "H", "H", "C", "C", "C", "H", "H", "H", "H", "H", "H"],
  "positions_angstrom": [[-1.23520, 0.56796, 1.61506], [-0.52158, -0.24163, 1.54050], [-1.84494, 0.16488, 2.26416], [-0.76400, 1.39732, 1.90036], [-1.78693, 0.44961, 0.64136], [0.52994, 0.79081, -1.51177], [0.17066, -0.37308, -0.61022], [0.94453, -1.19040, 0.09779], [-0.27699, 1.46804, -1.50266], [1.39143, 1.26562, -1.04185], [0.83004, 0.46424, -2.63439], [-0.83131, -0.93745, -0.75262], [0.55984, -2.19846, 0.22627], [2.02005, -1.17193, 0.19858]],
  "forces_ev_per_a": [[-0.1902, -3.8526, -3.4885], [-0.3522, 1.5760, -0.4118], [-1.6126, 0.1098, 1.9916], [0.0134, 1.1688, -0.0963], [1.8623, 1.3148, 2.4738], [1.4280, -1.5310, -0.5957], [-1.1115, -2.1380, -1.7672], [0.6294, -0.9350, -0.7479], [-0.8712, 1.0520, -0.5470], [0.1523, 0.2133, -0.3933], [-0.9221, 0.5998, 2.7668], [1.0538, 1.5479, -0.1735], [-0.2383, 0.1488, 0.7929], [0.1587, 0.7255, 0.1961]]
}

---

{
  "formula": "C3H10N",
  "method": "wB97M-V/def2-TZVPD",
  "homo_ev": -15.6885,
  "charge": 1,
  "elements": ["C", "H", "H", "H", "H", "C", "C", "N", "H", "H", "H", "H", "H", "H"],
  "positions_angstrom": [[-1.76600, -2.02877, -2.00660], [-1.60617, -2.45145, -1.01202], [-2.16221, -1.02600, -1.89779], [-0.94437, -1.98666, -2.72827], [-2.48521, -2.70970, -2.47956], [1.74874, 1.96493, 0.97175], [-0.07944, 0.27981, 1.56009], [0.75476, 0.87906, 0.81047], [2.57543, 1.82991, 0.28098], [1.28626, 2.93513, 0.79117], [2.22195, 1.95592, 1.95727], [-0.25312, 0.72122, 2.53831], [-0.31545, -0.73175, 1.24359], [1.02481, 0.36835, -0.02940]],
  "forces_ev_per_a": [[-0.4744, -0.4103, -0.4896], [0.6793, 0.0362, -0.2297], [-0.3560, 0.0719, -0.0999], [0.3467, -0.1550, 0.7133], [-0.1740, 0.4829, 0.1423], [-0.1571, 0.9497, 0.9044], [1.4500, 0.4504, 0.5415], [1.5554, -0.8809, -1.1784], [-0.3476, -0.2755, -0.3654], [-0.0196, -0.0838, 0.0201], [-0.5466, -0.1093, 0.0835], [-0.5087, -0.2632, -0.0754], [-0.9034, 0.2794, 0.1350], [-0.5442, -0.0926, -0.1016]]
}

---

{
  "formula": "C3H10N",
  "method": "wB97M-V/def2-TZVPD",
  "homo_ev": -12.6973,
  "charge": 1,
  "elements": ["N", "H", "H", "H", "H", "C", "C", "C", "H", "H", "H", "H", "H", "H"],
  "positions_angstrom": [[-0.24725, 1.33362, 2.36243], [-0.87591, 2.07492, 2.12454], [0.70018, 1.88462, 2.55069], [-0.52110, 0.59582, 2.96667], [-0.04419, 0.78354, 1.52113], [-0.04448, -1.21040, -0.25903], [0.04623, -0.31117, -1.38267], [0.41091, -0.57499, -2.62993], [0.28976, -2.22712, -0.33398], [0.07794, -0.59795, 0.63708], [-1.18212, -1.42851, -0.18698], [-0.23215, 0.84823, -1.24579], [0.51752, 0.22885, -3.34516], [1.10465, -1.39946, -2.77900]],
  "forces_ev_per_a": [[4.0631, 1.6229, -1.6158], [-1.3329, 0.1753, 0.1518], [-2.1987, -1.8856, 0.3161], [-0.5369, -0.1164, 1.8225], [-0.0170, 0.3634, -0.5926], [-3.9739, 0.0233, 0.8478], [-0.2088, 3.6397, -1.8882], [1.9795, 0.2787, 0.6519], [1.2330, -0.0886, 0.2221], [0.8521, -0.9922, 0.4397], [1.3094, 0.3431, 0.0726], [0.0586, -2.6920, 0.1656], [-0.4205, -0.0748, -0.1509], [-0.8070, -0.5969, -0.4427]]
}

---

{
  "formula": "C3H10N2",
  "method": "wB97M-V/def2-TZVPD",
  "s2": 0.752,
  "homo_ev": [1.3321, -5.4428],
  "charge": -1,
  "multiplicity": 2,
  "elements": ["C", "N", "H", "H", "H", "C", "N", "C", "H", "H", "H", "H", "H", "H", "H"],
  "positions_angstrom": [[2.41949, 1.56265, -0.40902], [2.33907, 2.59911, -1.17503], [2.50025, 1.73462, 0.65680], [2.41825, 0.59718, -0.89538], [2.44687, 3.43897, -0.60284], [-1.26997, -0.74672, -0.95282], [-1.87474, -1.36602, 0.24886], [-0.97438, -1.25765, 1.39219], [-1.82066, -0.99351, -1.86384], [-0.29239, -1.22639, -1.00792], [-1.09856, 0.31987, -0.85222], [-2.71278, -0.83198, 0.46277], [-0.07320, -1.83613, 1.16202], [-0.57766, -0.25212, 1.58270], [-1.42960, -1.74188, 2.25374]],
  "forces_ev_per_a": [[0.0021, 1.0335, -0.4179], [0.2547, 0.1797, -0.4001], [0.1390, -0.7709, 0.4139], [-0.0812, -0.3699, 0.4131], [-0.2481, -0.0195, -0.0118], [0.2946, -1.0574, 0.7491], [-0.4394, 0.6878, -0.4556], [0.5343, -0.4790, -0.5342], [-0.1749, 0.1041, 0.1018], [0.1828, 0.2205, -0.4135], [-0.0054, 0.3274, -0.0748], [-0.0014, -0.1709, 0.0748], [-0.0105, -0.0903, 0.0147], [-0.3484, 0.1068, 0.2408], [-0.0981, 0.2983, 0.2996]]
}

---

{
  "formula": "C3H10N2",
  "method": "wB97M-V/def2-TZVPD",
  "homo_ev": -8.7414,
  "charge": 0,
  "smiles": "C[C@H](N)CN",
  "elements": ["N", "C", "C", "C", "N", "H", "H", "H", "H", "H", "H", "H", "H", "H", "H"],
  "positions_angstrom": [[-0.59695, 1.74261, 0.06170], [0.30307, 0.59389, 0.08004], [0.48287, -0.17295, 1.40047], [-0.51368, -0.32661, -0.96909], [0.19967, -1.58864, -1.11666], [-1.55645, 1.46747, -0.03306], [-0.50521, 2.44473, 0.77094], [1.25607, 0.89686, -0.30693], [0.09499, -1.18026, 1.30569], [1.52538, -0.27400, 1.66209], [0.03353, 0.39508, 2.24247], [-0.42378, 0.22618, -1.87925], [-1.50245, -0.44310, -0.46693], [1.10410, -1.78057, -0.71411], [0.09883, -2.00071, -2.03737]],
  "forces_ev_per_a": [[0.4932, 0.5230, 0.0014], [-2.6162, -0.8290, -0.7771], [-0.1206, 0.8699, 0.3959], [3.2498, -0.0131, 2.3669], [-0.9860, -0.9906, -0.7395], [-0.2696, 0.0262, 0.2114], [0.2021, 0.0465, 0.3735], [0.5033, 0.0471, -0.4682], [-0.3678, -0.0923, 0.3069], [0.4797, -0.0312, 0.0059], [-0.0246, -0.5596, -0.4844], [-0.9667, 0.3715, -0.6295], [0.3854, -0.0433, -0.9356], [-0.1678, 0.6081, -0.0040], [0.2061, 0.0666, 0.3764]]
}

---

Energy above the lowest of the compared OMol25 structures with the same formula, charge and spin (computed, kJ/mol): 154.7, 82.3, 228.8, 171.2, 263.1, 145.1, 85.6